No. 1
The following is a DFT calculation (wB97M-V/def2-TZVPD) of the molecule C20H30N2O5S.

Summary:
2S+1 = 1
SMILES = CCOC(=O)c1c(NC(=O)CCCN2CCOCC2)sc2c1CC(C)(C)OC2
F_max = 0.86 eV Å⁻¹

XYZ file:
```
58
Properties=species:S:1:pos:R:3:forces:R:3
C -2.64628 -4.31034 -0.15410 0.156 0.344 0.181
C -2.05826 -3.50437 0.99588 0.107 -0.638 0.008
H -1.04848 -3.85858 1.22837 -0.203 0.064 0.053
H -2.68883 -3.56974 1.88531 0.109 0.030 -0.087
O -2.00349 -2.11482 0.68359 -0.054 0.307 -0.067
C -0.94947 -1.69016 -0.02546 0.251 -0.012 -0.077
O -0.04213 -2.43790 -0.36589 -0.142 -0.168 0.078
C -0.97465 -0.27158 -0.32403 0.230 0.249 -0.207
C 0.05997 0.31167 -1.04591 -0.157 0.047 0.046
N 1.13372 -0.35235 -1.55571 -0.164 -0.372 -0.077
C 2.18972 0.31991 -2.11133 0.105 -0.248 -0.447
O 2.12089 1.51647 -2.31993 0.237 0.044 -0.281
C 3.30980 -0.57310 -2.59731 0.126 -0.030 0.163
H 2.89974 -1.26159 -3.33910 -0.010 0.050 -0.069
H 4.05032 0.06213 -3.08462 -0.080 0.021 -0.027
C 3.96004 -1.36033 -1.45962 0.132 0.283 0.024
C 4.45222 -0.38893 -0.38326 -0.054 -0.317 -0.051
N 3.33510 0.42575 0.05721 0.267 0.115 0.279
C 2.59891 -0.10607 1.19175 0.119 0.072 0.361
C 3.30956 0.18359 2.52128 -0.158 -0.270 -0.175
H 2.68912 -0.12288 3.36494 0.053 -0.074 -0.043
O 3.54335 1.56458 2.68602 -0.087 0.071 0.044
C 4.30370 2.08463 1.61450 -0.017 0.100 -0.336
C 3.60600 1.83510 0.27337 0.177 0.158 0.349
H 4.20404 2.22043 -0.55242 -0.027 0.045 -0.025
H 2.64352 2.35496 0.26419 0.059 0.069 -0.018
H 4.40630 3.15315 1.80806 0.078 -0.033 -0.053
H 5.30391 1.62091 1.60982 -0.039 0.060 0.014
H 4.26602 -0.36260 2.56607 -0.073 0.028 0.031
H 2.45313 -1.18019 1.06844 -0.080 -0.055 -0.006
H 1.61868 0.38035 1.20908 -0.041 -0.091 0.029
H 4.91817 -0.95327 0.43594 0.084 0.089 -0.031
H 5.21301 0.26292 -0.81861 0.040 -0.011 0.045
H 4.79983 -1.94087 -1.84455 -0.048 -0.103 0.010
H 3.24146 -2.05691 -1.02483 0.013 -0.127 0.038
H 1.14773 -1.34909 -1.33919 0.073 0.230 -0.069
S -0.11148 2.01006 -1.26393 -0.756 -0.001 0.420
C -1.60436 1.95839 -0.36859 0.155 -0.454 -0.012
C -1.93471 0.71417 0.06124 0.110 0.450 -0.037
C -3.22523 0.59887 0.79871 -0.094 0.222 -0.133
H -3.10487 1.01875 1.80232 -0.045 -0.045 0.078
H -3.54441 -0.43554 0.89327 -0.086 0.093 0.064
C -4.30420 1.40752 0.04445 -0.389 -0.477 0.100
C -4.66794 0.67273 -1.25275 0.139 0.287 0.260
H -3.77689 0.51963 -1.85672 0.078 -0.025 -0.091
H -5.11719 -0.29172 -1.03166 -0.078 -0.147 0.020
H -5.37225 1.27260 -1.82252 -0.087 0.047 -0.074
C -5.54652 1.56076 0.92820 0.384 0.097 -0.250
H -6.31048 2.11267 0.38810 -0.125 0.046 -0.044
H -5.93810 0.58606 1.20606 -0.075 -0.131 0.040
H -5.29773 2.11450 1.83024 0.024 0.045 0.111
O -3.87704 2.72678 -0.31153 -0.245 -0.010 -0.066
C -2.52846 3.08810 -0.08621 0.198 0.246 0.154
H -2.33761 3.94454 -0.73665 0.033 -0.005 0.120
H -2.40427 3.41343 0.96271 -0.017 0.021 -0.193
H -3.63054 -3.92942 -0.41620 -0.103 -0.018 -0.024
H -2.73386 -5.35292 0.13786 -0.030 -0.129 0.012
H -1.99820 -4.24084 -1.02432 0.025 -0.041 -0.063
```
Positions in Å, forces in eV/Å.

---

No. 2
The following is a DFT calculation (wB97M-V/def2-TZVPD) of a structure of composition C5H8N2S.

Summary:
2S+1 = 1
F_max = 5.80 eV Å⁻¹

XYZ file:
```
16
Properties=species:S:1:pos:R:3:forces:R:3
C 0.92070 0.95923 -1.86403 0.603 0.481 0.028
C 0.24827 0.67091 -0.51037 -0.287 -1.917 -1.860
C -0.69190 1.41552 0.01860 -2.352 2.387 2.944
C -0.74180 -0.54703 1.20322 -0.662 0.370 -1.691
C 0.15052 -0.66501 0.17956 1.511 0.335 -1.838
H 1.24204 -0.21284 -2.20403 -0.390 3.802 0.318
H 1.89193 1.81046 -1.46163 -2.705 -2.797 -2.210
H 0.02004 1.54333 -2.76775 3.262 -1.931 3.041
H -0.84194 2.55965 -0.03329 -0.152 -2.258 -0.322
H -1.38328 1.39199 2.08553 -0.569 -3.080 -3.995
H -2.31392 -2.28121 2.56595 2.420 1.633 -0.732
H 2.02001 -1.34178 -0.28311 -2.765 -1.316 -0.530
H 0.90575 -2.71703 -0.06174 -0.008 2.841 -0.534
N -1.45456 0.67253 1.03896 2.292 4.203 3.277
N 0.97857 -1.69363 -0.44332 1.759 -0.514 2.401
S -0.95043 -1.56509 2.53744 -1.958 -2.239 1.701
```
Positions in Å, forces in eV/Å.

---

Quick rundown of energy above the lowest of the compared OMol25 structures with the same formula, charge and spin, same order as above: 31.8, 124.8 kcal/mol
Quick rundown of E_LUMO, same order as above: 0.645, 0.589 eV